# 1
The following is a quantum chemistry calculation of 2 unconnected molecules or ions with the total composition C2H6N4O at a distorted geometry, from the Open Molecules 2025 dataset.

Values from the calculation:
Kohn-Sham gap in eV: 9.0
Relative energy (zero: lowest compared OMol25 entry of this formula, charge and spin) in kcal/mol: 150.4

```
! RIJCOSX wB97M-V def2-TZVPD def2/J DEFGRID3
* xyz 0 1
C -0.522 0.872 1.041
C -0.925 0.315 -1.444
N 1.795 -1.042 -0.471
N -0.097 -1.267 0.178
N 2.162 -1.432 0.510
N -0.558 -0.122 0.008
O 2.425 -1.893 1.533
H -1.400 1.475 1.162
H -0.289 0.213 1.859
H 0.245 1.610 0.967
H -0.861 -0.592 -2.090
H -1.835 0.930 -1.584
H -0.140 0.933 -1.670
*
```

Here are the Löwdin charges for atoms 1 to 8, given in e:
1. C -0.0648
2. C -0.0174
3. N 0.1962
4. N 0.0442
5. N -0.3216
6. N -0.3735
7. O 0.1084
8. H 0.0769

---

# 2
The following is a quantum chemistry calculation of a molecular structure, C42H38MnN5O11S, from the Open Molecules 2025 dataset.

Values from the calculation:
Kohn-Sham gap (alpha / beta) in eV: 6.6 / 6.6

```
! RIJCOSX wB97M-V def2-TZVPD def2/J DEFGRID3
* xyz -1 6
Mn 0.154 0.740 0.166
C 2.836 -2.465 -2.482
O 2.751 -2.878 -1.094
C 1.985 -1.944 -0.504
N 1.606 -0.937 -1.168
C 2.241 -1.039 -2.488
C 1.310 -0.780 -3.645
C 1.810 -0.897 -4.940
C 0.986 -0.696 -6.034
C -0.351 -0.365 -5.845
C -0.847 -0.230 -4.558
C -0.020 -0.434 -3.462
C 1.678 -2.113 0.929
C 2.175 -3.161 1.694
C 1.858 -3.196 3.041
C 1.076 -2.188 3.587
C 0.641 -1.183 2.738
N 0.927 -1.153 1.443
C -0.117 -0.002 3.197
N -0.478 0.938 2.425
C -1.257 1.887 3.233
C -0.919 1.446 4.669
O -0.403 0.099 4.508
C -0.964 3.339 2.953
C -1.896 4.294 3.345
C -1.657 5.641 3.123
C -0.485 6.040 2.497
C 0.440 5.088 2.093
C 0.207 3.739 2.324
H 2.242 -3.162 -3.077
H 3.882 -2.504 -2.774
H 3.037 -0.288 -2.521
H 2.858 -1.133 -5.092
H 1.388 -0.787 -7.036
H -0.997 -0.204 -6.699
H -1.887 0.023 -4.389
H -0.419 -0.327 -2.464
H 2.802 -3.910 1.231
H 2.233 -3.994 3.668
H 0.821 -2.163 4.637
H -2.315 1.702 3.020
H -1.772 1.402 5.340
H -0.127 2.061 5.101
H -2.827 3.979 3.808
H -2.391 6.377 3.424
H -0.300 7.090 2.309
H 1.345 5.388 1.581
H 0.920 3.005 1.972
O 7.201 0.586 -0.192
C 6.641 0.434 0.907
O 7.079 -0.014 1.986
C 5.138 0.820 0.938
C 4.408 0.704 2.117
C 3.056 0.976 2.099
N 2.391 1.334 0.998
C 3.099 1.507 -0.127
C 4.465 1.268 -0.191
C 2.304 1.926 -1.368
O 2.918 2.197 -2.392
O 1.032 1.924 -1.216
H 4.921 0.382 3.013
H 2.464 0.887 3.008
H 5.001 1.407 -1.119
O -2.870 4.008 -0.346
C -2.574 2.724 -0.255
O -1.458 2.340 0.005
C -3.750 1.779 -0.477
N -4.961 2.569 -0.785
C -5.947 2.372 0.296
C -5.101 1.920 1.482
C -4.076 1.012 0.809
H -3.472 1.097 -1.282
H -5.336 2.325 -1.689
H -3.830 4.003 -0.591
H -6.668 1.591 0.036
H -6.497 3.295 0.487
H -5.693 1.411 2.242
H -4.614 2.783 1.948
H -4.518 0.050 0.554
H -3.182 0.803 1.392
C 1.181 -6.261 -2.162
C 0.207 -5.170 -1.812
C -0.365 -4.380 -2.802
C -1.211 -3.326 -2.479
C -1.486 -3.054 -1.151
C -0.950 -3.852 -0.149
C -0.112 -4.902 -0.481
S -2.444 -1.636 -0.680
O -3.119 -1.161 -1.873
O -3.301 -2.062 0.406
O -1.404 -0.689 -0.225
H 0.928 -6.729 -3.114
H 1.201 -7.035 -1.394
H 2.194 -5.860 -2.249
H -0.140 -4.582 -3.843
H -1.646 -2.702 -3.249
H -1.196 -3.644 0.886
H 0.313 -5.519 0.303
*
```

Here are the Löwdin charges for atoms 1 to 8, given in e:
1. Mn 0.8942
2. C -0.0487
3. O 0.0222
4. C -0.3010
5. N 0.1802
6. C -0.2071
7. C -0.1629
8. C -0.0347

---

# 3
The following is a quantum chemistry calculation of a single C18H15NO4 molecule at a distorted geometry, from the Open Molecules 2025 dataset.

Values from the calculation:
SMILES: CC(=O)C1=C(O)C(=O)N(c2ccc(O)cc2)[C@H]1c1ccccc1
Kohn-Sham gap in eV: 8.3
Relative energy (zero: lowest compared OMol25 entry of this formula, charge and spin) in kcal/mol: 0.0

```
! RIJCOSX wB97M-V def2-TZVPD def2/J DEFGRID3
* xyz 0 1
C -3.549 -0.740 -1.559
C -3.547 0.511 -0.710
O -4.572 1.044 -0.350
C -2.231 1.047 -0.356
C -1.991 2.217 0.281
O -2.804 3.151 0.742
H -2.248 3.860 1.119
C -0.525 2.421 0.426
O -0.047 3.406 0.962
N 0.080 1.354 -0.150
C 1.461 1.105 -0.199
C 2.335 1.804 0.630
C 3.693 1.557 0.584
C 4.209 0.603 -0.284
C 3.339 -0.096 -1.115
C 1.984 0.154 -1.075
H 1.340 -0.399 -1.738
H 3.744 -0.831 -1.790
O 5.537 0.326 -0.358
H 6.023 0.882 0.263
H 4.357 2.110 1.234
H 1.953 2.550 1.305
C -0.899 0.388 -0.643
C -0.741 -0.930 0.087
C -0.556 -2.119 -0.604
C -0.407 -3.311 0.085
C -0.439 -3.321 1.469
C -0.622 -2.136 2.162
C -0.774 -0.946 1.475
H -0.920 -0.023 2.016
H -0.649 -2.139 3.241
H -0.321 -4.250 2.006
H -0.264 -4.231 -0.461
H -0.532 -2.121 -1.684
H -0.769 0.240 -1.721
H -3.105 -1.562 -1.002
H -2.971 -0.583 -2.467
H -4.573 -0.992 -1.820
*
```

Here are the Löwdin charges for atoms 1 to 8, given in e:
1. C 0.0058
2. C -0.3915
3. O 0.1077
4. C -0.0296
5. C -0.1702
6. O 0.1459
7. H 0.1312
8. C -0.3594

---

# 4
The following is a quantum chemistry calculation of a gas-phase ion, C8H4NO3S (charge -1) at a distorted geometry, from the Open Molecules 2025 dataset.

Values from the calculation:
SMILES: O=C1N=S(=O)=C([O-])c2ccccc21
Kohn-Sham gap in eV: 7.3
Relative energy (zero: lowest compared OMol25 entry of this formula, charge and spin) in kcal/mol: 9.5

```
! RIJCOSX wB97M-V def2-TZVPD def2/J DEFGRID3
* xyz -1 1
C -1.626 -0.409 1.312
C -1.811 0.916 0.882
C -0.756 -1.255 0.696
C -0.920 1.457 -0.085
C -0.008 -0.794 -0.392
C -0.002 0.589 -0.652
C 1.079 -1.554 -1.085
C 1.121 1.178 -1.245
N 2.311 -1.034 -0.837
O 0.922 -2.578 -1.713
O 1.430 1.820 -2.161
O 1.886 0.181 1.359
S 2.468 0.332 0.009
H -2.270 -0.749 2.142
H -2.511 1.598 1.285
H -0.450 -2.173 1.010
H -0.866 2.474 -0.524
*
```

Here are the Löwdin charges for atoms 1 to 8, given in e:
1. C -0.0953
2. C -0.0702
3. C -0.0254
4. C -0.0145
5. C -0.1121
6. C -0.2481
7. C -0.6037
8. C -0.4542

---

# 5
The following is a quantum chemistry calculation of a single C3H6N3P molecule at a distorted geometry, from the Open Molecules 2025 dataset.

Values from the calculation:
Kohn-Sham gap (alpha / beta) in eV: 7.9 / 7.9
Relative energy (zero: lowest compared OMol25 entry of this formula, charge and spin) in kcal/mol: 114.0

```
! RIJCOSX wB97M-V def2-TZVPD def2/J DEFGRID3
* xyz 0 1
C 2.181 -0.099 1.173
C 1.677 -0.618 -1.007
C -1.981 0.077 -0.824
N 2.427 -0.569 -0.110
N 0.996 0.120 1.571
N 0.013 0.178 0.744
P -1.647 0.263 0.988
H 3.018 -0.195 1.768
H 1.029 -0.932 -1.685
H -2.994 -0.036 -1.161
H -1.380 -0.773 -1.087
H -1.500 0.887 -1.329
H -1.840 1.698 0.958
*
```

Here are the Löwdin charges for atoms 1 to 8, given in e:
1. C -0.2573
2. C 0.1837
3. C -0.3704
4. N 0.0703
5. N -0.0644
6. N -0.3515
7. P 0.7463
8. H 0.0735

---

# 6
The following is a quantum chemistry calculation of 2 unconnected molecules or ions with the total composition C6H8BN at a distorted geometry, from the Open Molecules 2025 dataset.

Values from the calculation:
Kohn-Sham gap (alpha / beta) in eV: 8.1 / 8.1
Relative energy (zero: lowest compared OMol25 entry of this formula, charge and spin) in kcal/mol: 82.3

```
! RIJCOSX wB97M-V def2-TZVPD def2/J DEFGRID3
* xyz 0 1
B -1.747 -0.417 0.217
C 1.481 0.821 -0.653
C 1.619 -0.955 0.794
C 2.813 0.791 -0.875
C 3.012 -0.858 0.711
C 0.789 -0.126 0.109
C -2.173 0.893 -0.516
N 3.640 0.044 -0.129
H -2.104 -1.439 0.689
H 0.860 1.487 -1.296
H 1.313 -1.836 1.438
H 3.159 1.593 -1.516
H 3.584 -1.460 1.417
H -3.251 0.907 -0.850
H -1.498 1.157 -1.305
H -1.875 1.631 0.239
*
```

Here are the Löwdin charges for atoms 1 to 8, given in e:
1. B 0.2117
2. C -0.1518
3. C -0.1684
4. C -0.1986
5. C -0.1417
6. C -0.0729
7. C -0.1259
8. N 0.0511

---

Summary of calculated total energy in a.u.
-373.8707 -4274.2065 -1050.6621 -985.9194 -623.3572 -312.8734
(order as listed above)